[1]
The following is a quantum chemistry calculation of a structure of composition C12H10Cl3N3O2PdSe, from OMol25.

The geometry in XYZ format:
```
32
Properties=species:S:1:pos:R:3
Pd -0.10 0.42 -0.04
Cl 5.19 0.14 4.58
C 3.67 -0.01 3.76
C 3.64 -0.03 2.38
C 2.41 -0.16 1.77
Cl 2.33 -0.19 0.02
C 1.18 -0.26 2.44
O 0.02 -0.38 1.84
C 1.29 -0.22 3.85
Cl -0.17 -0.32 4.77
C 2.50 -0.11 4.50
H 4.54 0.06 1.80
H 2.53 -0.08 5.58
Se 2.41 3.84 0.55
C 0.98 3.03 -0.02
N 0.00 2.47 -0.40
N -2.13 -0.11 -0.70
C -3.21 -0.19 -0.29
N -4.43 -0.28 0.16
C -5.20 -1.53 0.02
C -6.65 -1.15 -0.23
O -7.13 -0.31 0.81
C -6.41 0.91 0.86
C -4.95 0.67 1.16
H -5.12 -2.11 0.94
H -4.80 -2.11 -0.81
H -7.27 -2.04 -0.24
H -6.73 -0.65 -1.20
H -6.86 1.50 1.66
H -6.52 1.45 -0.09
H -4.83 0.25 2.16
H -4.38 1.59 1.09
```

Calculated values
2S+1: 3
<S²>: 2.01
Frontier orbital gap (spin up / spin down): 8.39 / 5.61 eV
DFT total energy: -4687.82356 a.u.
ΔE to the lowest compared entry with this formula, charge and spin: 0.2 kcal/mol
LUMO energy (spin up / spin down): 0.278 / -2.309 eV
Total charge: 0

natural (NBO) population analysis, charges in e, atoms 1 to 4:
1 Pd 1.113
2 Cl 0.008
3 C -0.036
4 C -0.243

[2]
The following is a quantum chemistry calculation of a structure of composition C19H14BrFeN4O3Se, from OMol25.

The geometry in XYZ format:
```
43
Properties=species:S:1:pos:R:3
Fe -1.44 0.01 -0.37
Br -0.66 4.49 5.25
C -0.93 3.64 3.57
C -2.02 3.99 2.78
C -2.22 3.41 1.55
C -1.33 2.43 1.07
O -1.49 1.95 -0.14
C -0.25 2.04 1.90
C 0.70 1.03 1.52
N 0.47 0.15 0.62
C 1.47 -0.72 0.14
C 2.57 -1.17 0.82
C 3.52 -2.00 0.18
C 3.36 -2.36 -1.13
C 2.22 -1.94 -1.85
C 1.99 -2.27 -3.21
C 0.86 -1.83 -3.83
C -0.07 -1.07 -3.08
N 0.11 -0.74 -1.83
C 1.26 -1.14 -1.21
C -0.04 2.69 3.14
H -2.72 4.74 3.14
H -3.06 3.68 0.93
H 1.67 1.07 2.02
H 2.72 -0.90 1.86
H 4.37 -2.34 0.74
H 4.10 -2.98 -1.62
H 2.73 -2.86 -3.74
H 0.66 -2.05 -4.86
H -0.99 -0.74 -3.55
H 0.81 2.41 3.74
N -1.97 -2.27 -0.67
C -2.65 -2.73 0.55
C -2.87 -1.61 1.57
O -3.31 -1.89 2.66
O -2.59 -0.42 1.14
H -2.49 -2.51 -1.50
H -1.07 -2.72 -0.77
H -2.09 -3.53 1.04
H -3.64 -3.13 0.32
Se 0.71 2.66 -1.76
C 1.54 3.50 -3.15
N 2.07 4.03 -4.04
```

Calculated values
2S+1: 6
<S²>: 8.77
Frontier orbital gap (spin up / spin down): 6.76 / 5.10 eV
DFT total energy: -7416.36810 a.u.
ΔE to the lowest compared entry with this formula, charge and spin: 26.6 kcal/mol
LUMO energy (spin up / spin down): -1.150 / -2.922 eV
Total charge: 0

natural (NBO) population analysis, charges in e, atoms 1 to 4:
1 Fe 1.525
2 Br 0.049
3 C -0.161
4 C -0.169

[3]
The following is a quantum chemistry calculation of an isolated molecule of C4H11NS in a non-equilibrium geometry, from OMol25.

The geometry in XYZ format:
```
17
Properties=species:S:1:pos:R:3
C 0.19 0.61 0.80
C 0.72 0.49 -0.64
C -0.36 0.25 -1.66
S -1.23 1.86 -1.95
C -0.29 -0.72 1.36
N 0.67 -1.69 1.81
H -0.58 1.37 0.90
H 1.02 1.00 1.40
H 1.43 -0.33 -0.70
H 1.25 1.40 -0.91
H -1.09 -0.54 -1.49
H -0.04 -0.03 -2.67
H -2.30 1.50 -2.63
H -0.96 -1.20 0.64
H -0.99 -0.54 2.19
H 1.33 -1.27 2.44
H 1.21 -2.15 1.12
```

Calculated values
2S+1: 1
Frontier orbital gap: 9.86 eV
DFT total energy: -611.92811 a.u.
SMILES: NCCCCS
ΔE to the lowest compared entry with this formula, charge and spin: 8.8 kcal/mol
LUMO energy: 0.926 eV
Total charge: 0

natural (NBO) population analysis, charges in e, atoms 1 to 4:
1 C -0.420
2 C -0.425
3 C -0.494
4 S -0.083

[4]
The following is a quantum chemistry calculation of an isolated molecule of C5H12O2, from OMol25.

The geometry in XYZ format:
```
19
Properties=species:S:1:pos:R:3
C 2.10 -0.06 1.52
C 0.80 0.61 0.93
C 0.23 0.00 -0.34
O 0.38 -1.41 -0.19
C -1.28 0.33 -0.51
C -1.76 0.14 -1.95
O -2.01 -0.47 0.39
H 1.99 -0.94 2.19
H 2.91 -0.32 0.82
H 2.50 0.70 2.17
H 0.00 0.51 1.69
H 0.97 1.68 0.78
H 0.77 0.33 -1.25
H 1.05 -1.45 0.51
H -1.47 1.37 -0.22
H -1.53 -0.87 -2.29
H -2.85 0.30 -2.02
H -1.27 0.86 -2.63
H -1.52 -1.31 0.40
```

Calculated values
2S+1: 1
Frontier orbital gap: 10.92 eV
DFT total energy: -348.17002 a.u.
SMILES: CC[C@@H](O)[C@@H](C)O
ΔE to the lowest compared entry with this formula, charge and spin: 21.8 kcal/mol
LUMO energy: 0.873 eV
Total charge: 0

natural (NBO) population analysis, charges in e, atoms 1 to 4:
1 C -0.675
2 C -0.430
3 C 0.073
4 O -0.737

Among the records above, which one has the highest 2S+1?
C19H14BrFeN4O3Se